Formula: C51H68N2O2P3PtS2
Source: the OMol25 dataset
Level of theory: wB97M-V/def2-TZVPD

```
129
Properties=species:S:1:pos:R:3
Pt -0.88925 -0.68743 -0.06618
S -0.60554 -1.86542 -2.42224
P 1.73611 -1.28821 -1.96388
C 1.12912 -0.92229 -0.28818
P 1.90992 -1.42812 1.24063
S 0.36574 -1.77346 2.49125
C 2.95716 -0.09319 1.91532
C 3.40682 -0.25937 3.22615
C 4.22198 0.69845 3.80449
C 4.58464 1.82791 3.08053
C 4.13320 1.99593 1.78023
C 3.31669 1.03869 1.19461
C 3.01697 -2.87189 1.40501
C 2.42541 -4.12563 1.51620
C 3.20454 -5.24532 1.74971
C 4.57935 -5.11908 1.87897
C 5.17219 -3.86900 1.77685
C 4.39731 -2.74431 1.54351
C 2.28795 -3.02092 -2.17391
C 3.36670 -3.29909 -3.01624
C 3.78558 -4.60564 -3.20266
C 3.11211 -5.65180 -2.58818
C 1.99325 -5.38464 -1.81561
C 1.58634 -4.07650 -1.60064
C 3.39700 -0.40383 -1.91154
C 3.49804 0.89217 -2.40992
C 4.69103 1.59762 -2.32611
C 5.80415 1.01242 -1.74190
C 5.72619 -0.29670 -1.28996
C 4.53667 -1.00410 -1.38216
H 3.10993 -1.13729 3.78842
H 4.56881 0.57176 4.82133
H 5.21553 2.58111 3.53384
H 4.41014 2.87949 1.21917
H 2.97078 1.17027 0.17736
H 1.35154 -4.21025 1.43883
H 2.73405 -6.21586 1.83869
H 5.19067 -5.99033 2.07350
H 6.24316 -3.76278 1.89018
H 4.87184 -1.77484 1.48439
H 3.87636 -2.49116 -3.52473
H 4.63479 -4.80803 -3.84256
H 3.45489 -6.66963 -2.72132
H 1.42948 -6.20167 -1.38092
H 0.72313 -3.86708 -0.98927
H 2.63907 1.35839 -2.87230
H 4.74889 2.60114 -2.72921
H 6.73291 1.56066 -1.65379
H 6.59971 -0.77965 -0.86775
H 4.50641 -2.02933 -1.05289
C -4.41437 4.72698 -0.32565
C -4.70087 3.49570 0.52596
C -3.39253 2.73407 0.80626
C -2.39367 2.86840 -0.36136
C -3.19053 2.93609 -1.66606
C -3.96146 4.26980 -1.72019
P -0.94404 1.68932 -0.24399
C -0.15818 2.17497 1.37811
C 0.09610 3.67451 1.57079
C 0.53457 4.01035 3.01552
C 0.98397 2.77548 3.78802
C -0.12828 1.73248 3.89448
C -0.93034 1.60243 2.58342
C 0.20893 2.19042 -1.61773
C -0.29074 1.57748 -2.93846
C 0.61361 1.86990 -4.14088
C 1.12617 3.32521 -4.16118
C 0.31490 4.19410 -3.20446
C 0.50238 3.70286 -1.76835
H -3.63655 5.32660 0.15550
H -5.29885 5.35904 -0.40332
H -5.41526 2.86408 -0.01054
H -5.16429 3.77727 1.47237
H -3.61330 1.68143 1.00063
H -2.94820 3.15459 1.70655
H -1.87709 3.82786 -0.26393
H -3.87747 2.08721 -1.71952
H -2.55513 2.89128 -2.54143
H -4.83274 4.14732 -2.36624
H -3.33362 5.03922 -2.17500
H 0.79992 1.64917 1.33021
H -0.81213 4.23976 1.35081
H 0.86435 3.99505 0.86418
H -0.29163 4.48551 3.55018
H 1.35616 4.72767 2.98710
H 1.31121 3.06636 4.78779
H 1.84359 2.33987 3.28284
H -0.81185 2.00578 4.70146
H 0.31283 0.77276 4.16549
H -1.87093 2.13304 2.70835
H -1.17428 0.55568 2.40016
H 1.12934 1.66275 -1.34109
H -1.28470 1.94240 -3.17529
H -0.39071 0.50491 -2.82025
H 0.02299 1.67761 -5.03784
H 1.44362 1.16012 -4.15997
H 1.07379 3.72600 -5.17366
H 2.17718 3.37099 -3.85837
H -0.73943 4.16829 -3.49183
H 0.64911 5.23120 -3.26653
H -0.11704 4.30659 -1.10284
H 1.54218 3.89294 -1.48626
C -1.23862 -4.69775 1.79349
C -1.76220 -3.52011 0.96918
C -2.48861 -4.04668 -0.27507
O -0.69840 -2.69189 0.58891
H -2.07372 -5.32550 2.10539
H -0.71935 -4.33788 2.68186
H -0.55785 -5.30333 1.19152
H -2.48373 -2.96378 1.58838
H -1.77873 -4.56388 -0.92093
H -2.92358 -3.22303 -0.84273
H -3.27351 -4.74444 0.01889
N -2.94837 -0.69363 0.10286
C -4.09014 -0.76977 -0.04067
N -5.37624 -0.82586 -0.24018
C -6.33389 -0.19408 0.67472
C -6.92305 -1.25911 1.59600
O -7.48827 -2.31537 0.84489
C -6.54008 -2.94792 0.00736
C -5.95001 -1.95604 -0.98845
H -7.13076 0.23517 0.06483
H -5.84755 0.59700 1.24394
H -7.73054 -0.83504 2.19035
H -6.14306 -1.64227 2.26871
H -7.06824 -3.74273 -0.51614
H -5.73038 -3.38461 0.60917
H -6.73594 -1.55845 -1.63248
H -5.18130 -2.42216 -1.60278
```

Computed properties:
Molecular weight (u): 1093.25
2S+1: 5
HOMO energy (alpha / beta) (Eh): -0.329 / -0.359
Energy above the lowest of the compared OMol25 structures with the same formula, charge and spin (kcal/mol): 32.96
Total charge: +1

Löwdin atomic charge list, values in e, 99 entries: atom 1 (Pt): 0.794, atom 2 (S): 0.300, atom 3 (P): 0.790, atom 4 (C): -0.648, atom 5 (P): 0.637, atom 6 (S): 0.613, atom 7 (C): -0.348, atom 8 (C): -0.101, atom 9 (C): -0.059, atom 10 (C): -0.067, atom 11 (C): -0.065, atom 12 (C): -0.093, atom 13 (C): -0.326, atom 14 (C): -0.105, atom 15 (C): -0.056, atom 16 (C): -0.058, atom 17 (C): -0.059, atom 18 (C): -0.092, atom 19 (C): -0.391, atom 20 (C): -0.099, atom 21 (C): -0.071, atom 22 (C): -0.074, atom 23 (C): -0.074, atom 24 (C): -0.139, atom 25 (C): -0.348, atom 26 (C): -0.111, atom 27 (C): -0.069, atom 28 (C): -0.074, atom 29 (C): -0.066, atom 30 (C): -0.115, atom 31 (H): 0.112, atom 32 (H): 0.113, atom 33 (H): 0.112, atom 34 (H): 0.113, atom 35 (H): 0.084, atom 36 (H): 0.060, atom 37 (H): 0.113, atom 38 (H): 0.111, atom 39 (H): 0.111, atom 40 (H): 0.104, atom 41 (H): 0.109, atom 42 (H): 0.108, atom 43 (H): 0.106, atom 44 (H): 0.108, atom 45 (H): 0.052, atom 46 (H): 0.054, atom 47 (H): 0.106, atom 48 (H): 0.108, atom 49 (H): 0.111, atom 50 (H): 0.090, atom 51 (C): -0.191, atom 52 (C): -0.191, atom 53 (C): -0.196, atom 54 (C): -0.386, atom 55 (C): -0.181, atom 56 (C): -0.172, atom 57 (P): 1.034, atom 58 (C): -0.409, atom 59 (C): -0.175, atom 60 (C): -0.165, atom 61 (C): -0.195, atom 62 (C): -0.173, atom 63 (C): -0.220, atom 64 (C): -0.394, atom 65 (C): -0.252, atom 66 (C): -0.175, atom 67 (C): -0.177, atom 68 (C): -0.191, atom 69 (C): -0.182, atom 70 (H): 0.115, atom 71 (H): 0.113, atom 72 (H): 0.104, atom 73 (H): 0.115, atom 74 (H): 0.080, atom 75 (H): 0.093, atom 76 (H): 0.086, atom 77 (H): 0.118, atom 78 (H): 0.074, atom 79 (H): 0.115, atom 80 (H): 0.111, atom 81 (H): 0.079, atom 82 (H): 0.098, atom 83 (H): 0.099, atom 84 (H): 0.114, atom 85 (H): 0.110, atom 86 (H): 0.118, atom 87 (H): 0.079, atom 88 (H): 0.113, atom 89 (H): 0.080, atom 90 (H): 0.083, atom 91 (H): 0.034, atom 92 (H): 0.070, atom 93 (H): 0.082, atom 94 (H): -0.035, atom 95 (H): 0.118, atom 96 (H): 0.082, atom 97 (H): 0.111, atom 98 (H): 0.101, atom 99 (H): 0.109